Computed, not measured: a structure of composition C44H47AsBrF4N4O3P3Pd, with the ωB97M-V functional and the def2-TZVPD basis.

## Properties
- Kohn-Sham gap (eV) = 6.8
- HOMO (eV) = -13.3
- net charge = +2
- LUMO (eV) = -6.554
- total energy (eV) = -231583.5431
- energy above the lowest of the compared OMol25 structures with the same formula, charge and spin (eV) = 0.408

Geometry (Å):
Pd 0.162 0.646 -0.102
F -7.034 -1.916 0.462
C -5.909 -1.239 0.378
C -5.832 0.050 0.863
F -6.889 0.617 1.417
C -4.645 0.753 0.757
F -4.681 2.002 1.228
C -3.489 0.211 0.184
P -2.025 1.328 0.020
C -2.492 2.199 -1.493
C -3.532 3.130 -1.531
C -3.954 3.643 -2.747
C -3.367 3.214 -3.930
C -2.347 2.274 -3.898
C -1.906 1.771 -2.683
C -2.108 2.282 1.546
C -1.961 1.542 2.723
C -2.041 2.174 3.953
C -2.257 3.547 4.013
C -2.387 4.282 2.845
C -2.317 3.654 1.608
C -3.608 -1.090 -0.316
Br -2.216 -1.945 -1.214
C -4.791 -1.800 -0.216
F -4.890 -3.031 -0.695
H -4.020 3.457 -0.625
H -4.754 4.371 -2.769
H -3.714 3.604 -4.878
H -1.896 1.929 -4.819
H -1.117 1.028 -2.666
H -1.802 0.469 2.682
H -1.943 1.599 4.863
H -2.338 4.038 4.973
H -2.565 5.349 2.892
H -2.452 4.233 0.708
C 5.311 0.976 0.334
N 4.747 -0.335 0.654
C 5.679 -1.447 0.452
P 3.144 -0.501 0.799
O 2.339 0.468 -0.045
O 2.915 -2.014 0.276
P 1.535 -2.387 -0.491
O 0.417 -1.555 0.059
N 1.911 -2.081 -2.053
C 1.012 -1.277 -2.875
C 3.296 -2.045 -2.528
N 1.264 -3.951 -0.219
C 0.273 -4.426 0.749
C 2.210 -4.965 -0.681
N 2.716 -0.464 2.373
C 3.359 -1.459 3.238
C 1.381 -0.083 2.824
H 6.184 1.162 0.961
H 4.579 1.756 0.517
H 5.610 1.018 -0.717
H 6.533 -1.319 1.118
H 6.043 -1.457 -0.579
H 5.213 -2.403 0.667
H -0.027 -1.442 -2.605
H 1.135 -1.563 -3.920
H 1.248 -0.209 -2.777
H 3.950 -2.634 -1.890
H 3.670 -1.015 -2.549
H 3.341 -2.457 -3.536
H -0.355 -3.604 1.082
H 0.765 -4.875 1.614
H -0.355 -5.180 0.274
H 2.768 -4.611 -1.546
H 1.659 -5.854 -0.987
H 2.911 -5.239 0.110
H 4.407 -1.582 2.968
H 2.858 -2.430 3.176
H 3.322 -1.105 4.267
H 1.041 0.804 2.294
H 1.442 0.181 3.880
H 0.655 -0.894 2.707
C -0.938 6.976 -1.820
C -0.499 6.850 -0.510
C -0.003 5.638 -0.051
C 0.043 4.548 -0.915
C -0.378 4.677 -2.234
C -0.870 5.891 -2.684
As 0.943 2.926 -0.365
C 1.866 3.467 1.220
C 1.391 3.534 2.518
C 2.218 4.060 3.502
C 3.489 4.516 3.173
C 3.955 4.449 1.867
C 3.142 3.918 0.873
C 3.506 3.775 -0.559
C 4.702 4.186 -1.136
C 4.931 3.963 -2.486
C 3.976 3.332 -3.277
C 2.771 2.926 -2.719
C 2.557 3.156 -1.372
H -1.318 7.925 -2.173
H -0.533 7.700 0.158
H 0.345 5.554 0.970
H -0.318 3.843 -2.920
H -1.196 5.992 -3.711
H 0.394 3.198 2.767
H 1.869 4.121 4.525
H 4.125 4.932 3.943
H 4.946 4.814 1.632
H 5.460 4.677 -0.538
H 5.864 4.286 -2.928
H 4.167 3.170 -4.329
H 2.020 2.445 -3.334

Computed, not measured: a structure of composition C15H8MnN3O5 at a distorted geometry, with the ωB97M-V functional and the def2-TZVPD basis.

## Properties
- Kohn-Sham gap (spin up / spin down) (eV) = 6.0 / 6.9
- HOMO (spin up / spin down) (eV) = -9.6 / -12.6
- net charge = +1
- ⟨S²⟩ = 8.82
- 2S+1 = 6
- LUMO (spin up / spin down) (eV) = -3.597 / -5.682
- total energy (eV) = -61699.5419

Geometry (Å):
O 4.142 0.940 -0.788
C 3.183 1.492 -1.097
Mn 1.657 2.404 -1.609
C 0.190 3.407 -2.175
O -0.709 4.023 -2.523
C 2.889 3.892 -2.502
O 2.495 4.919 -2.992
C 1.767 1.648 -3.297
O 1.845 1.153 -4.332
C 1.816 3.508 -0.129
O 1.923 4.170 0.805
H 3.983 3.672 -2.500
N -2.774 -5.400 4.694
C -2.425 -4.593 3.941
C -1.996 -3.592 2.999
C -0.907 -2.762 3.287
C -0.492 -1.792 2.364
C -1.165 -1.637 1.136
C -2.264 -2.487 0.867
C -2.672 -3.451 1.788
N -0.742 -0.645 0.165
C -1.338 -0.416 -1.024
C -0.652 0.564 -1.673
N 0.379 0.972 -0.908
C 0.309 0.222 0.216
H -0.377 -2.866 4.225
H 0.354 -1.170 2.618
H -2.823 -2.426 -0.054
H -3.517 -4.088 1.549
H -2.206 -0.916 -1.425
H -0.888 0.952 -2.655
H 1.014 0.302 1.031